one | # CH2N2O2

A 2-piece molecular cluster, CH2N2O2 overall (wB97M-V/def2-TZVPD, the OMol25 dataset).

ORCA input file:
```
! wB97M-V def2-TZVPD RIJCOSX def2/J DEFGRID3
* xyz 0 1
O 2.5159 -1.6701 0.4293
O -2.0047 -0.3059 0.1002
N 1.9257 -0.8266 -0.0593
N 1.2776 -0.0140 -0.4185
C -1.3633 0.6723 0.0241
H -0.8545 0.9704 0.9537
H -1.4968 1.1739 -1.0295
*
```

Summary:
SMILES string	N#[N+][O-].C=O
Kohn-Sham gap	10.88	eV



two | # CH2N2O2

A 2-piece molecular cluster, CH2N2O2 overall (wB97M-V/def2-TZVPD, the OMol25 dataset).

ORCA input file:
```
! wB97M-V def2-TZVPD RIJCOSX def2/J DEFGRID3
* xyz 0 1
O -2.1438 0.0292 -0.5870
O 1.0579 -0.3657 -0.8313
N -0.2858 0.6311 0.9296
N 0.2324 0.5878 -0.4131
C -1.0338 0.2519 -0.1388
H 0.1106 -0.9768 1.5540
H 2.0624 -0.1575 -0.5133
*
```

Summary:
Kohn-Sham gap (alpha / beta)	8.49 / 8.17	eV



three | # CH2N2O2

An isolated molecule of CH2N2O2 (wB97M-V/def2-TZVPD, the OMol25 dataset).

ORCA input file:
```
! wB97M-V def2-TZVPD RIJCOSX def2/J DEFGRID3
* xyz 0 1
O 0.9770 -1.0546 0.1829
O -0.1613 2.1850 -0.0693
N -0.0245 1.1510 0.5163
N -0.4290 -1.2216 0.1599
C 0.2119 -0.0987 -0.4069
H -0.7930 -1.0091 1.0983
H 0.2188 0.0480 -1.4812
*
```

Summary:
SMILES string	O=N[C@@H]1NO1
Kohn-Sham gap	9.15	eV



four | # CH2N2O2

CH2N2O2 as an isolated structure (wB97M-V/def2-TZVPD, the OMol25 dataset).

ORCA input file:
```
! wB97M-V def2-TZVPD RIJCOSX def2/J DEFGRID3
* xyz 0 1
O -1.6437 -0.5812 1.7721
O -1.6499 2.5395 3.4461
N -3.2881 0.9415 2.5348
N -2.0998 0.3783 2.3596
C -2.2581 1.6578 2.9880
H -1.6803 1.0667 0.0686
H -1.5735 1.7659 -0.2978
*
```

Summary:
Kohn-Sham gap	10.09	eV



Energy relative to the most stable one, in hartree: one 0.0000; two 0.1555; three 0.0751; four 0.0792